# 1
Formula: C2H3IO
Source: the Open Molecules 2025 dataset
Level of theory: the ωB97M-V functional and the def2-TZVPD basis

Each line ends with the Mulliken charge.
Cartesian coordinates (Å):
C1 0.568 0.476 -1.522  0.0992
C2 -0.318 -0.190 1.262  -0.8674
O1 1.599 1.020 -1.653  -0.3125
I1 -1.597 -1.799 1.114  0.0855
H1 -0.169 0.130 -2.253  0.2396
H2 0.681 -0.398 1.586  0.3779
H3 -0.763 0.761 1.467  0.3776

Summary:
E_LUMO (alpha / beta), eV: -0.13 / 0.24
Frontier orbital gap (alpha / beta), eV: 8.08 / 8.52
Relative energy (zero: lowest compared OMol25 entry of this formula, charge and spin), eV: 3.819
Molar mass, g/mol: 169.9

# 2
Formula: C4H6N2O
Source: the Open Molecules 2025 dataset
Level of theory: the ωB97M-V functional and the def2-TZVPD basis

Each line ends with the Mulliken charge.
Cartesian coordinates (Å):
C1 2.175 -0.173 0.112  -0.9115
C2 0.687 -0.175 0.000  0.4359
N1 0.125 -0.815 -0.984  -0.5931
C3 -1.203 -0.485 -0.957  -0.4300
C4 -1.464 0.319 0.115  0.3582
O1 -2.634 0.765 0.648  -0.5387
N2 -0.229 0.532 0.740  -0.1289
H1 2.505 -0.279 -0.924  0.2802
H2 2.552 -1.035 0.669  0.2177
H3 2.602 0.744 0.525  0.3266
H4 -1.815 -0.771 -1.802  0.4003
H5 -3.317 0.111 0.435  0.3418
H6 0.051 1.262 1.387  0.2415

Summary:
E_LUMO, eV: 0.72
Frontier orbital gap, eV: 8.80
Relative energy (zero: lowest compared OMol25 entry of this formula, charge and spin), eV: 0.858
Molar mass, g/mol: 98.1
SMILES string: Cc1ncc(O)[nH]1

# 3
Formula: C4H3Li2O2Ru
Source: the Open Molecules 2025 dataset
Level of theory: the ωB97M-V functional and the def2-TZVPD basis

Each line ends with the Mulliken spin population.
Cartesian coordinates (Å):
C1 0.270 1.163 -0.574  0.0329
O1 1.449 0.669 -0.075  0.1660
Li1 2.150 0.581 -2.047  0.0487
Li2 0.592 0.849 1.838  -0.0010
H1 0.207 1.916 -1.390  -0.0045
C2 -0.936 0.692 -0.139  0.1853
C3 -1.084 -0.220 1.016  0.8604
C4 -0.765 -1.527 0.938  -0.0542
O2 -0.260 -2.193 -0.176  0.3550
Ru1 1.055 -0.943 -0.680  3.3669
H2 -1.824 1.212 -0.515  0.0274
H3 -0.854 -2.200 1.803  0.0171

Summary:
E_LUMO (alpha / beta), eV: -8.59 / -10.92
Charge: +2
Frontier orbital gap (alpha / beta), eV: 8.59 / 7.46
Relative energy (zero: lowest compared OMol25 entry of this formula, charge and spin), eV: 1.842
Multiplicity: 6
Molar mass, g/mol: 198.0

# 4
Formula: C4H6N2O3S
Source: the Open Molecules 2025 dataset
Level of theory: the ωB97M-V functional and the def2-TZVPD basis

Each line ends with the Mulliken charge.
Cartesian coordinates (Å):
C1 -0.423 2.206 0.368  -0.5289
O1 -1.388 1.204 0.464  -0.2442
S1 -0.820 -0.016 1.432  1.1215
O2 -1.863 -0.877 1.868  -0.5641
O3 0.227 0.442 2.296  -0.5351
N1 0.200 -0.912 0.240  0.0606
C2 -0.401 -1.693 -0.826  -0.3691
C3 0.567 -1.733 -1.779  -0.3214
N2 1.683 -1.123 -1.350  -0.6277
C4 1.447 -0.518 -0.208  -0.1152
H1 0.499 1.754 0.352  0.2854
H2 -0.406 2.982 1.107  0.2682
H3 -0.692 2.635 -0.715  0.2302
H4 -1.342 -2.141 -0.821  0.4328
H5 0.549 -2.203 -2.753  0.3941
H6 2.164 -0.008 0.324  0.5132

Summary:
E_LUMO, eV: 0.66
Frontier orbital gap, eV: 10.18
Relative energy (zero: lowest compared OMol25 entry of this formula, charge and spin), eV: 1.093
Molar mass, g/mol: 162.2
SMILES string: COS(=O)(=O)n1ccnc1

# 5
Formula: C18H26N9O6PZn
Source: the Open Molecules 2025 dataset
Level of theory: the ωB97M-V functional and the def2-TZVPD basis

Each line ends with the Mulliken charge.
Cartesian coordinates (Å):
Zn1 -0.111 0.163 -0.073  -0.5799
N1 -1.377 -1.440 -1.272  -0.3694
N2 -0.719 -2.668 -1.156  -0.3134
C1 0.437 -2.761 -0.479  0.8831
N3 1.081 -3.909 -0.415  -0.3077
N4 0.832 -1.625 0.114  0.1526
N5 1.975 -1.503 0.800  1.0933
O1 2.798 -2.391 0.844  -0.7463
O2 2.088 -0.439 1.396  -0.6708
H1 -2.278 -1.464 -0.800  0.3530
H2 -1.527 -1.213 -2.253  0.3140
H3 -1.137 -3.499 -1.556  0.1736
H4 0.723 -4.754 -0.830  0.1815
H5 1.970 -3.939 0.071  0.2084
N6 0.792 3.243 -2.560  -0.1409
C2 1.624 3.724 -1.438  -1.1145
P1 1.727 2.343 -0.189  1.6829
O3 0.947 2.644 1.040  -0.9085
O4 1.369 1.095 -0.984  -1.0403
C3 3.492 2.235 0.450  -0.9675
N7 3.339 2.067 1.916  -0.1069
H6 -0.307 3.235 -2.282  0.1991
H7 1.043 2.267 -2.750  0.3465
H8 0.904 3.814 -3.397  0.4021
H9 1.149 4.580 -0.959  0.3996
H10 2.615 4.011 -1.792  0.5567
H11 4.034 3.156 0.240  0.4971
H12 4.029 1.399 0.006  0.3763
H13 2.359 2.423 2.110  0.2118
H14 4.046 2.548 2.470  0.3920
H15 3.307 1.068 2.157  0.3654
O5 -1.697 3.337 -1.785  -0.8816
C4 -1.980 2.767 -0.720  0.0390
N8 -2.839 3.211 0.203  0.2083
C5 -2.709 2.481 1.459  3.0244
C6 -1.766 1.395 0.993  1.2846
O6 -1.263 0.424 1.590  -0.5494
N9 -1.424 1.588 -0.287  -0.5462
C7 -4.024 1.948 2.018  -0.7000
C8 -4.001 0.913 2.947  -0.1951
C9 -5.178 0.490 3.542  -0.9773
C10 -6.381 1.099 3.219  -0.4672
C11 -6.404 2.121 2.286  -0.8621
C12 -5.230 2.549 1.686  -0.2387
C13 -2.063 3.372 2.535  -0.1131
C14 -1.221 2.831 3.497  -0.0130
C15 -0.680 3.645 4.480  -1.0325
C16 -0.967 5.001 4.507  -0.5359
C17 -1.823 5.536 3.559  -0.9561
C18 -2.376 4.725 2.583  -0.3382
H16 -3.312 4.095 0.126  0.3118
H17 -3.063 0.443 3.206  0.3902
H18 -5.151 -0.311 4.267  0.4198
H19 -7.297 0.780 3.695  0.4247
H20 -7.339 2.597 2.024  0.4223
H21 -5.268 3.352 0.963  0.3171
H22 -0.994 1.775 3.480  0.4038
H23 -0.041 3.213 5.238  0.4674
H24 -0.539 5.639 5.267  0.4505
H25 -2.074 6.586 3.580  0.4294
H26 -3.073 5.165 1.883  0.2904

Summary:
E_LUMO, eV: -5.85
Charge: +2
Frontier orbital gap, eV: 7.26
Molar mass, g/mol: 560.8

# 6
Formula: C17H19N5O3
Source: the Open Molecules 2025 dataset
Level of theory: the ωB97M-V functional and the def2-TZVPD basis

Each line ends with the Mulliken charge.
Cartesian coordinates (Å):
N1 0.853 0.253 -0.427  -0.7797
C1 -0.624 0.390 -0.270  0.9858
C2 -1.413 -0.676 -0.847  -0.4249
C3 -1.290 -0.754 -2.399  0.5970
C4 -0.626 -1.785 -3.042  -1.1434
N2 -0.869 -1.601 -4.486  -0.0628
C5 -1.649 -0.513 -4.731  -0.3629
C6 -1.787 0.301 -5.833  -0.4335
C7 -2.369 1.550 -5.685  -0.4063
C8 -2.747 1.991 -4.427  -0.4662
C9 -2.607 1.243 -3.303  -0.4978
C10 -1.908 0.055 -3.387  0.8711
C11 -0.908 0.586 1.238  -0.0531
O1 -1.994 0.200 1.751  -0.6978
N3 0.113 1.001 1.981  -0.1940
C12 -0.039 0.615 3.393  0.1458
C13 0.492 -0.745 3.825  -0.8997
C14 1.961 -1.321 3.630  0.0912
C15 3.071 -1.223 4.469  -0.4022
N4 4.098 -1.505 3.672  -0.1002
C16 3.656 -1.935 2.395  -0.3285
N5 2.332 -1.774 2.309  -0.4680
C17 0.821 1.643 4.226  0.4522
O2 1.518 1.230 5.158  -0.5131
O3 0.627 3.023 3.913  -0.5438
H1 1.312 0.109 -1.426  0.2759
H2 1.322 -0.488 0.214  0.1297
H3 -0.816 1.515 -0.696  0.1052
H4 -2.482 -0.583 -0.511  0.2414
H5 -0.935 -1.716 -0.658  0.2008
H6 -0.021 -2.569 -2.653  0.4529
H7 -0.533 -2.147 -5.209  0.1117
H8 -0.980 0.150 -6.793  0.1224
H9 -2.319 2.278 -6.550  0.2850
H10 -3.102 3.095 -4.520  0.2134
H11 -2.881 1.725 -2.381  0.4597
H12 1.067 0.868 1.522  0.3250
H13 -1.135 0.663 3.715  0.3185
H14 -0.359 -1.488 3.748  0.4636
H15 0.462 -0.642 4.977  0.3917
H16 3.189 -0.653 5.364  0.4452
H17 5.089 -1.262 3.999  0.2931
H18 4.344 -2.290 1.658  0.4299
H19 0.066 3.186 3.077  0.3702

Summary:
E_LUMO, eV: 0.56
Frontier orbital gap, eV: 8.69
Relative energy (zero: lowest compared OMol25 entry of this formula, charge and spin), eV: 4.838
Molar mass, g/mol: 341.4
SMILES string: N[C@@H](Cc1c[nH]c2ccccc12)C(=O)N[C@@H](Cc1c[nH]cn1)C(=O)O

> Which of these has the highest molar mass?

C18H26N9O6PZn